[1]
9
Properties=species:S:1:pos:R:3:mulliken_charge:R:1 method="wB97M-V/def2-TZVPD" lumo_energy_ev=5.45 total_charge=-2 multiplicity=1 gap_ev=5.5550 max_force_ev_per_a=2.90
C -0.9879 2.2465 -0.2198 -0.1457
C -0.7593 -1.3189 -1.3720 -0.3867
C 0.1494 1.7266 0.1085 -0.1792
C -0.6318 -2.1912 -0.5156 -0.3597
S 1.7346 1.6284 0.3516 -0.4112
S -0.8413 -3.6844 0.2721 -0.5846
S -1.1214 3.9758 0.0206 -0.6484
H -1.6824 1.7495 -0.7686 0.3547
H -0.8442 -0.4382 -1.9363 0.3609

=====

[2]
53
Properties=species:S:1:pos:R:3:mulliken_charge:R:1 method="wB97M-V/def2-TZVPD" lumo_energy_ev=-0.91 total_charge=0 smiles="NC(N)=O.NC(N)=O.NC(N)=O.NC(N)=O.O.O.O.O.O.O.O" multiplicity=1 gap_ev=8.0241 max_force_ev_per_a=8.56
O 2.3760 -0.2568 -2.8121 -0.5818
H 2.7849 0.4959 -3.2392 0.2435
H 3.0951 -0.8727 -2.6713 0.2687
O 2.8823 2.6742 -0.7301 -0.6244
H 3.4447 2.1623 -1.3114 0.2916
H 3.4123 2.8142 0.0545 0.3335
O -0.9343 -3.0798 -1.8368 -0.6651
H -0.8755 -2.2632 -2.3327 0.3163
H -0.5568 -2.8696 -0.9827 0.3577
O -0.3100 -0.1146 3.8668 -0.5936
H -0.1412 -0.9988 3.5411 0.2893
H -0.5693 0.3817 3.0905 0.2487
O -0.2147 -1.6314 -4.3175 -0.6565
H 0.4704 -1.4395 -4.9578 0.2709
H -0.5307 -0.7718 -4.0392 0.5030
O -3.6762 1.2986 -0.6640 -0.5990
H -3.7273 1.9953 -1.3183 0.2780
H -3.6536 0.4900 -1.1757 0.3026
O -2.9791 0.3676 2.3226 -0.6437
H -3.6461 0.7006 1.7221 0.2818
H -2.2134 0.2137 1.7693 0.4168
C 2.4223 1.5121 3.2141 0.7013
O 2.4438 1.9808 4.3516 -0.6948
N 3.1103 0.5375 2.7454 -0.3773
N 1.8900 2.2101 2.2385 -0.2775
H 3.3968 -0.0229 3.5354 0.2193
H 3.6403 0.7351 1.9087 0.1996
H 1.9982 1.9128 1.2794 0.0529
H 1.4521 3.0454 2.6001 0.1874
C -0.6970 2.2377 -3.6941 0.6256
O -0.6770 1.0375 -3.7309 -0.7632
N -1.8287 2.8988 -3.6018 -0.4072
N 0.2117 3.0808 -3.5739 -0.3261
H -2.5794 2.5507 -4.1809 0.2411
H -1.8722 3.8803 -3.3674 0.1402
H 0.0069 4.0486 -3.3701 0.1574
H 1.1530 2.7427 -3.4330 0.1860
C -1.1083 -3.7025 3.5058 0.6710
O -0.2818 -3.0810 4.1614 -0.7170
N -2.0485 -4.5060 3.9901 -0.3884
N -1.1585 -3.4227 2.2595 -0.2910
H -2.2936 -4.7686 4.9341 0.2108
H -2.7172 -4.8772 3.3305 0.1352
H -2.0106 -3.7435 1.8222 0.1720
H -0.7250 -2.5775 1.9163 0.1603
C 0.1378 -0.5021 0.0462 0.2927
O -0.6535 -0.6342 0.9930 -0.6316
N -0.2476 -0.2623 -1.1517 0.2800
N 1.4507 -0.5137 0.1688 -0.2538
H -1.1216 -0.0284 -1.6006 0.1402
H 0.5410 -0.4145 -1.7641 -0.1987
H 1.9723 -0.2068 -0.6398 0.2981
H 1.7559 -0.4431 1.1290 0.2173

=====

[3]
46
Properties=species:S:1:pos:R:3:mulliken_charge:R:1 method="wB97M-V/def2-TZVPD" lumo_energy_ev=2.58 total_charge=-1 multiplicity=1 gap_ev=7.2706 max_force_ev_per_a=0.65
C -0.0128 -2.4523 -0.3167 -0.1491
N -0.7811 -1.5566 0.5535 -0.3113
C -0.1227 -0.2460 0.7027 0.0176
C -0.9303 0.6654 1.6106 -0.8193
S -0.1050 2.2915 1.8289 -0.6627
C -0.7742 -3.7452 -0.5459 -1.4113
H 0.9499 -2.6474 0.1649 0.3300
H 0.2073 -1.9772 -1.2823 0.2355
H -1.6925 -1.4067 0.1286 0.4076
H 0.8471 -0.4133 1.1765 -0.0398
H 0.0754 0.2263 -0.2675 0.1988
H -1.9218 0.8355 1.1827 0.2815
H -1.0481 0.2126 2.5948 0.3904
H -1.0546 -4.2091 0.4035 0.2973
H -0.1795 -4.4584 -1.1172 0.4260
H -1.7054 -3.5652 -1.0872 0.2757
H 0.0394 2.6339 0.0178 0.1453
H 0.1786 3.6979 -1.2316 0.1882
O 0.0966 2.7608 -1.0349 -0.6794
H -2.2102 -0.9996 -3.0660 0.3251
H -1.9444 0.4995 -3.2092 0.4278
O -1.8588 -0.3523 -3.6808 -0.7633
H -0.6711 -2.1198 2.2477 0.4235
H 0.1023 -3.1737 3.0849 0.2924
O -0.4077 -2.3711 3.1748 -0.8255
H 2.2356 1.6824 1.8429 0.2972
H 2.3484 0.4668 2.7005 0.4282
O 2.8566 0.9562 2.0189 -0.8046
H 2.6431 0.9761 -1.7156 0.4585
H 1.4227 1.8422 -1.9455 0.3880
O 2.1028 1.3462 -2.4352 -0.8314
H 2.6819 -0.7922 -0.4658 0.3191
H 3.2294 0.2941 0.4502 0.4826
O 3.3556 -0.1128 -0.4359 -0.7900
H 1.3567 -0.1464 -3.1838 0.4230
H 0.0026 -0.7168 -3.6002 0.3772
O 0.9253 -0.9794 -3.4622 -0.7177
H -2.9368 0.3438 -1.1358 0.3544
H -3.8599 -0.2150 -0.0362 0.2759
O -3.3843 -0.4681 -0.8285 -0.6255
H 0.6292 0.4795 3.9226 0.3188
H 0.6807 -1.0391 3.6440 0.4166
O 1.2453 -0.2717 3.8820 -0.7775
H -1.2951 2.1162 -1.5540 0.4939
H -2.6894 2.6033 -2.0054 0.2546
O -2.1851 1.7996 -1.8945 -0.7421

=====

[4]
47
Properties=species:S:1:pos:R:3:mulliken_charge:R:1 method="wB97M-V/def2-TZVPD" lumo_energy_ev=2.59 total_charge=-1 multiplicity=1 gap_ev=8.5849 max_force_ev_per_a=3.51
C 0.5005 2.8398 -2.3585 -0.8840
N 0.8364 1.4583 -1.9277 -0.2547
C -0.0433 0.7494 -0.9543 1.2550
C -0.3832 1.7840 0.1728 -0.6946
O -1.1079 1.1816 1.2261 -0.4567
C -1.2948 0.0107 -1.4018 -0.5250
O -1.0090 -1.2659 -1.8233 -0.9520
H -0.2891 3.2515 -1.7656 0.3931
H 1.3557 3.5138 -2.1398 0.2591
H 0.3820 2.9380 -3.4434 0.2677
H 0.8557 0.8105 -2.7146 0.3079
H 0.7896 0.0724 -0.5404 -0.6125
H 0.5262 2.2401 0.5156 0.2604
H -1.0428 2.5077 -0.3204 0.4931
H -0.9567 0.1994 1.2299 0.2232
H -2.0404 0.0416 -0.5818 -0.2420
H -1.8415 0.5420 -2.1831 0.4470
H 3.8149 2.1738 -0.4861 0.2861
H 2.6867 1.1538 -0.7659 0.3059
O 3.3076 1.4763 -0.0734 -0.6861
H 1.6026 1.5126 2.6905 0.4154
H 3.1564 1.0746 2.7158 0.2820
O 2.5746 1.8025 2.9561 -0.6623
H -2.9418 0.5991 1.0276 0.3510
H -3.4205 -0.5876 1.7675 0.3453
O -3.6760 0.3470 1.7153 -0.6950
H -2.2044 -2.2421 -1.7736 0.3825
H -3.7003 -2.6229 -1.6909 0.2592
O -2.8478 -2.9392 -1.3894 -0.7110
H -0.1679 -2.2856 -0.8885 0.4041
H -0.2849 -3.6745 -0.3171 0.3397
O 0.1902 -2.8522 -0.1275 -0.7960
H 1.6673 -0.7092 1.2006 0.2879
H 2.8823 0.1428 0.9858 0.5758
O 2.5101 -0.4827 1.6302 -0.6896
H -0.2934 0.3080 -3.7796 0.1431
H -0.8241 -1.0568 -3.7075 0.4262
O -0.7187 -0.3107 -4.3687 -0.7453
H 1.5353 -2.8516 3.2001 0.2978
H 2.3441 -1.8270 2.5971 0.3977
O 2.4072 -2.4736 3.3609 -0.7150
H -0.3444 0.6933 3.3716 0.3606
H 0.0770 -0.3723 2.3796 0.0988
O 0.3519 0.0261 3.2106 -0.5607
H -2.3791 -2.4375 1.0569 0.3204
H -0.9136 -2.4412 0.9853 0.3341
O -1.6285 -2.0178 1.5271 -0.6375

=====

Number 1: highest occupied orbital energy -0.107 eV. Number 2: highest occupied orbital energy -8.931 eV. Number 3: highest occupied orbital energy -4.691 eV. Number 4: highest occupied orbital energy -5.994 eV.